(1)
{
  "formula": "C5H8N2",
  "method": "wB97M-V/def2-TZVPD",
  "symbols": ["C", "C", "C", "C", "N", "C", "N", "H", "H", "H", "H", "H", "H", "H", "H"],
  "positions_angstrom": [[2.490201, -0.341766, -0.004769], [0.616096, 0.033831, 0.694007], [-0.283037, -0.749427, -0.068798], [-1.388095, 0.088442, -0.139470], [-2.645908, -0.204668, -0.662002], [-0.984484, 1.352353, 0.393487], [0.291523, 1.348106, 0.777348], [2.694408, -0.990195, 0.840179], [2.244291, -0.890086, -0.911205], [3.338293, 0.333495, -0.166049], [-0.222963, -1.809561, -0.280849], [-3.420658, 0.246452, -0.197768], [-2.818407, -1.190927, -0.794597], [-1.594372, 2.243404, 0.501084], [1.742144, 0.536601, 0.061649]],
  "forces_ev_per_a": [[0.207, -0.285, -0.020], [-0.060, 0.077, -0.058], [-0.126, 0.003, -0.012], [0.179, 0.068, 0.038], [-0.144, -0.084, 0.109], [-0.194, 0.068, -0.050], [-0.090, -0.135, -0.035], [-0.059, 0.163, -0.079], [0.131, 0.072, 0.163], [-0.011, -0.068, 0.063], [-0.005, 0.201, -0.054], [0.077, -0.066, 0.012], [-0.016, 0.129, 0.011], [0.023, -0.141, 0.007], [0.088, -0.001, -0.095]],
  "mulliken_charge": [-0.914, 0.318, -0.941, 0.846, -0.531, -0.695, -0.603, 0.272, 0.326, 0.365, 0.361, 0.230, 0.233, 0.398, 0.334],
  "lumo_energy_ha": 0.01821,
  "energy_ha": -304.65984,
  "charge": 0,
  "e_homo_ev": -7.556,
  "largest_force_ev_per_a": 0.353,
  "de_lowest_kcal_mol": 110.2
}

(2)
{
  "formula": "C5H8N2",
  "method": "wB97M-V/def2-TZVPD",
  "symbols": ["N", "C", "C", "N", "C", "C", "C", "H", "H", "H", "H", "H", "H", "H", "H"],
  "positions_angstrom": [[1.566081, 2.363220, 0.963003], [1.132811, 1.342263, 0.680854], [0.814388, -0.013762, 0.315346], [1.995772, -0.727305, -0.148936], [-0.370101, 0.014641, -0.631058], [-1.709087, 0.472955, -0.131854], [-1.423442, -0.980863, -0.148249], [0.573300, -0.484070, 1.256352], [2.753055, -0.662327, 0.540701], [2.314765, -0.213170, -0.953130], [-0.132490, 0.254394, -1.693106], [-1.812422, 0.922689, 0.844381], [-2.464075, 0.768269, -0.846342], [-1.860866, -1.606646, -0.897713], [-1.377685, -1.450294, 0.849757]],
  "forces_ev_per_a": [[-0.053, 0.701, 0.161], [0.938, 0.910, 0.226], [0.016, 0.325, 0.485], [0.038, 0.027, -0.335], [0.037, -0.977, 0.448], [-0.451, 0.043, 0.173], [-0.089, -0.556, -0.406], [-0.665, -0.270, 0.222], [-0.521, -0.019, -0.251], [0.450, -0.096, -0.462], [-0.263, -0.784, 0.872], [0.121, 0.214, 0.023], [0.299, 0.480, -0.145], [-0.516, -0.150, -0.197], [0.657, 0.152, -0.815]],
  "mulliken_charge": [-0.469, 0.132, 0.295, -0.670, -0.170, -0.567, -0.611, 0.133, 0.290, 0.290, 0.315, 0.243, 0.283, 0.297, 0.209],
  "lumo_energy_ha": 0.03571,
  "smiles": "N#C[C@H](N)C1CC1",
  "energy_ha": -304.76930,
  "charge": 0,
  "e_homo_ev": -10.299,
  "largest_force_ev_per_a": 1.327,
  "de_lowest_kcal_mol": 41.5
}

(3)
{
  "formula": "C5H8N2",
  "method": "wB97M-V/def2-TZVPD",
  "symbols": ["C", "C", "C", "N", "C", "C", "N", "H", "H", "H", "H", "H", "H", "H", "H"],
  "positions_angstrom": [[-1.143411, 1.164564, -0.585357], [-0.701430, -0.078934, -0.383378], [-1.392362, -1.075967, 0.506649], [0.511232, -0.575413, -0.944030], [1.541550, -0.457291, 0.072563], [1.808648, 0.842793, 0.644715], [2.651993, 0.505466, -0.225028], [-2.050521, 1.522923, -0.108173], [-0.615938, 1.860633, -1.233886], [-2.065184, -1.706569, -0.086081], [-0.666512, -1.748363, 0.976531], [-1.974771, -0.582252, 1.287327], [0.792178, -0.010426, -1.742987], [1.788080, -1.377530, 0.602964], [1.516450, 1.716361, 1.218166]],
  "forces_ev_per_a": [[0.021, -0.101, -0.042], [-0.270, 0.180, 0.012], [-0.041, -0.023, 0.093], [-0.066, 0.138, -0.078], [0.115, -0.341, 0.103], [0.197, 0.126, -0.217], [-0.202, 0.158, 0.316], [0.054, -0.121, -0.132], [-0.048, -0.139, 0.074], [0.121, 0.086, 0.051], [-0.101, 0.158, -0.044], [0.011, -0.058, -0.102], [-0.043, -0.067, 0.133], [0.044, 0.215, -0.191], [0.207, -0.210, 0.025]],
  "mulliken_charge": [-1.051, 0.675, -1.042, -0.461, -0.063, -0.084, -0.541, 0.289, 0.286, 0.262, 0.285, 0.320, 0.381, 0.399, 0.346],
  "lumo_energy_ha": 0.03861,
  "smiles": "C=C(C)N[C@@H]1C=N1",
  "energy_ha": -304.72703,
  "charge": 0,
  "e_homo_ev": -9.009,
  "largest_force_ev_per_a": 0.407,
  "de_lowest_kcal_mol": 68.1
}

(4)
{
  "formula": "C5H8N2",
  "method": "wB97M-V/def2-TZVPD",
  "symbols": ["N", "C", "C", "N", "H", "H", "H", "H", "C", "C", "C", "H", "H", "H", "H"],
  "positions_angstrom": [[-0.274309, -1.882511, 0.500416], [-0.970468, -0.812487, 1.132979], [-0.319721, 0.380094, 1.593253], [-0.647465, -0.354724, 2.560630], [-0.604683, -2.782150, 0.834246], [0.727533, -1.832556, 0.653414], [-2.027587, -0.792231, 0.867722], [0.188272, 1.320743, 1.391627], [-0.227484, 0.627643, -1.552629], [0.254497, 1.791493, -1.263680], [1.247071, 0.666726, -1.300299], [-1.055309, -0.014787, -1.807438], [0.113116, 2.849213, -1.103202], [1.656076, 0.258163, -0.366685], [1.940459, 0.577370, -2.140352]],
  "forces_ev_per_a": [[0.086, -0.083, 0.213], [-0.228, -0.015, -0.190], [-0.054, -0.182, 0.345], [0.200, 0.266, -0.339], [0.027, 0.066, -0.054], [-0.134, 0.005, -0.016], [0.152, 0.008, 0.098], [-0.080, -0.177, 0.116], [-0.003, 0.300, -0.035], [-0.198, -0.120, -0.148], [0.324, -0.142, 0.007], [0.129, 0.111, 0.054], [0.001, -0.165, -0.039], [-0.127, 0.099, -0.145], [-0.094, 0.029, 0.133]],
  "mulliken_charge": [-0.495, -0.183, 0.064, -0.579, 0.222, 0.234, 0.404, 0.311, -0.139, -0.498, -0.431, 0.385, 0.370, 0.103, 0.232],
  "lumo_energy_ha": 0.04286,
  "smiles": "N[C@@H]1C=N1.C1=CC1",
  "energy_ha": -304.64954,
  "charge": 0,
  "e_homo_ev": -9.121,
  "largest_force_ev_per_a": 0.476,
  "de_lowest_kcal_mol": 116.7
}

(5)
{
  "formula": "C5H8N2",
  "method": "wB97M-V/def2-TZVPD",
  "symbols": ["C", "C", "C", "C", "N", "C", "N", "H", "H", "H", "H", "H", "H", "H", "H"],
  "positions_angstrom": [[-2.154470, -0.691639, -0.504586], [-0.917635, -0.298131, 0.234075], [-0.291216, 0.926358, 0.322616], [1.113222, 0.681689, 0.382194], [2.133216, 1.659002, 0.368778], [1.289271, -0.680178, 0.402361], [0.042659, -1.258657, 0.348453], [-2.621980, -1.606133, -0.125804], [-2.895489, 0.105659, -0.565283], [-1.808859, -0.900391, -1.525693], [-0.775133, 1.894178, 0.254552], [2.987410, 1.259479, -0.005867], [1.873723, 2.438286, -0.226983], [2.175081, -1.283155, 0.288192], [-0.149800, -2.246366, 0.352996]],
  "forces_ev_per_a": [[-0.189, 0.012, 0.026], [0.136, -0.053, -0.265], [0.030, 0.014, -0.138], [-0.070, -0.211, -0.017], [0.020, 0.013, -0.135], [0.160, 0.075, -0.072], [-0.060, -0.032, -0.107], [-0.014, 0.168, 0.072], [0.043, -0.074, 0.167], [-0.323, -0.007, 0.037], [0.090, -0.181, -0.088], [-0.052, 0.146, 0.155], [0.043, -0.080, 0.148], [0.070, 0.070, 0.362], [0.114, 0.141, -0.145]],
  "mulliken_charge": [-1.169, 0.110, -0.609, 0.809, -0.591, -0.840, -0.041, 0.320, 0.338, 0.265, 0.357, 0.241, 0.260, 0.350, 0.201],
  "lumo_energy_ha": 0.03815,
  "smiles": "Cc1cc(N)c[nH]1",
  "energy_ha": -304.81657,
  "charge": 0,
  "e_homo_ev": -7.346,
  "largest_force_ev_per_a": 0.375,
  "de_lowest_kcal_mol": 11.9
}

(6)
{
  "formula": "C5H8N2",
  "method": "wB97M-V/def2-TZVPD",
  "symbols": ["C", "N", "C", "C", "C", "C", "N", "H", "H", "H", "H", "H", "H", "H", "H"],
  "positions_angstrom": [[2.094870, -0.126382, 0.349830], [1.024837, -0.249074, -1.166863], [0.851526, 1.007636, -0.560090], [-0.411392, 1.051290, 0.035024], [-0.930052, -0.216953, -0.213110], [-2.266989, -0.768412, 0.172920], [-0.052883, -0.984584, -0.895870], [2.886983, -0.694011, -0.131548], [1.490934, -0.730201, 1.022293], [2.520426, 0.740422, 0.860985], [1.499450, 1.827802, -0.847390], [-0.875937, 1.877539, 0.554771], [-3.074562, -0.108547, -0.159691], [-2.353263, -0.873886, 1.260035], [-2.403953, -1.752643, -0.281291]],
  "forces_ev_per_a": [[0.283, -0.211, 0.256], [0.008, 0.152, 0.045], [-0.180, 0.140, -0.161], [0.062, -0.070, -0.033], [-0.017, -0.024, 0.038], [-0.029, -0.038, -0.003], [-0.134, 0.136, 0.078], [-0.120, 0.086, 0.071], [0.056, 0.111, -0.109], [-0.107, -0.095, -0.123], [-0.084, -0.152, 0.071], [0.076, -0.126, -0.077], [0.119, -0.085, 0.042], [0.039, 0.027, -0.152], [0.028, 0.149, 0.057]],
  "mulliken_charge": [-0.797, -0.191, -0.241, -0.653, 0.737, -1.037, -0.596, 0.324, 0.326, 0.317, 0.572, 0.389, 0.290, 0.252, 0.308],
  "lumo_energy_ha": 0.02832,
  "energy_ha": -304.71560,
  "charge": 0,
  "e_homo_ev": -9.183,
  "largest_force_ev_per_a": 0.436,
  "de_lowest_kcal_mol": 75.2
}

(7)
{
  "formula": "C5H8N2",
  "method": "wB97M-V/def2-TZVPD",
  "symbols": ["C", "C", "C", "C", "C", "N", "N", "H", "H", "H", "H", "H", "H", "H", "H"],
  "positions_angstrom": [[-1.080414, 0.807177, 0.995949], [0.652188, 0.150867, -0.741468], [1.101845, -0.437502, 0.435423], [1.262306, 0.333775, -1.918311], [1.156599, -1.396896, 1.316001], [-0.727148, 0.483395, -0.504246], [-1.591131, 0.042605, -1.331156], [-2.528802, 0.055721, -0.924439], [-1.431347, -0.066021, 1.555854], [-0.263604, 1.317050, 1.495886], [-1.914175, 1.506986, 0.888834], [2.271562, -0.004302, -2.064948], [0.721780, 0.728361, -2.759246], [0.282079, -1.884042, 1.743706], [2.088261, -1.637173, 1.812161]],
  "forces_ev_per_a": [[-0.720, 0.185, -2.164], [-0.712, 1.039, -0.258], [1.813, -1.678, -0.100], [-0.253, -0.296, 0.410], [-0.097, 0.697, 0.452], [0.903, 0.984, 3.293], [-1.551, -0.619, -1.448], [0.199, 0.161, 0.176], [0.269, -0.012, -0.258], [0.095, -0.171, -0.158], [0.051, -0.052, 0.158], [0.209, 0.052, 0.086], [-0.188, -0.005, -0.119], [-0.202, -0.259, -0.233], [0.184, -0.025, 0.164]],
  "mulliken_charge": [-0.981, 0.852, -0.172, -1.040, -0.692, 0.629, -1.025, 0.219, 0.315, 0.382, 0.370, 0.309, 0.330, 0.254, 0.248],
  "lumo_energy_ha": [0.00582, 0.02822],
  "energy_ha": -304.60596,
  "charge": 0,
  "e_homo_ev": [-6.920, -7.694],
  "largest_force_ev_per_a": 3.553,
  "de_lowest_kcal_mol": 144.0
}

(8)
{
  "formula": "C5H8N2",
  "method": "wB97M-V/def2-TZVPD",
  "symbols": ["N", "C", "C", "C", "C", "C", "N", "H", "H", "H", "H", "H", "H", "H", "H"],
  "positions_angstrom": [[-1.570394, -0.320364, -3.629570], [-1.381648, -0.343000, -2.486055], [-1.153867, -0.340970, -1.072593], [-0.042011, -0.914352, -0.538058], [0.211777, -0.870752, 0.926514], [1.027343, 0.325665, 1.247086], [0.169724, 1.484200, 0.649337], [-2.020473, -0.109651, -0.452129], [0.787596, -1.175537, -1.192288], [-0.701169, -0.841864, 1.535525], [0.801474, -1.739005, 1.233681], [2.012525, 0.333184, 0.773077], [1.020548, 0.480580, 2.323625], [0.512844, 2.370890, 1.024630], [0.325731, 1.660976, -0.342783]],
  "forces_ev_per_a": [[0.171, -0.041, 1.085], [-0.054, 0.263, -1.149], [0.539, -1.877, 0.446], [-1.271, 1.236, -0.628], [0.123, -1.676, 0.215], [-1.465, 2.934, -1.530], [1.352, 0.592, 1.126], [0.401, 0.269, -0.099], [-0.169, -0.183, 0.034], [0.097, -0.029, -0.408], [-0.229, -0.270, -0.013], [0.077, -0.247, 0.463], [0.484, 0.092, -0.065], [-0.146, -0.266, 0.415], [0.087, -0.797, 0.106]],
  "mulliken_charge": [-0.418, 0.129, -0.336, -0.094, -0.513, -0.534, -0.582, 0.344, 0.315, 0.289, 0.310, 0.295, 0.343, 0.232, 0.221],
  "lumo_energy_ha": 0.01716,
  "smiles": "N#C/C=C/CCN",
  "energy_ha": -304.77987,
  "charge": 0,
  "e_homo_ev": -9.848,
  "largest_force_ev_per_a": 3.619,
  "de_lowest_kcal_mol": 34.9
}